{
  "formula": "C3H6N2O",
  "method": "ωB97M-V/def2-TZVPD",
  "symbols": ["C", "N", "C", "O", "H", "H", "H", "H", "H", "C", "N", "H"],
  "coordinates": [[-1.34, 0.21, 0.87], [0.04, -0.27, 0.74], [1.12, 0.55, 0.71], [2.25, 0.21, 0.40], [-1.79, -0.09, 1.82], [-1.34, 1.31, 0.82], [-1.94, -0.15, 0.03], [0.20, -1.24, 0.50], [0.87, 1.58, 1.05], [0.67, -0.70, -2.31], [-0.36, -0.95, -2.76], [1.62, -0.47, -1.86]],
  "nbo_charge": [-0.415, -0.610, 0.529, -0.634, 0.199, 0.208, 0.217, 0.405, 0.111, 0.067, -0.334, 0.257],
  "homo_lumo_gap_ev": 11.2,
  "e_lumo_ev": 0.97,
  "total_charge": 0
}

***

{
  "formula": "C3H6N2O",
  "method": "ωB97M-V/def2-TZVPD",
  "symbols": ["C", "C", "N", "N", "C", "O", "H", "H", "H", "H", "H", "H"],
  "coordinates": [[-0.03, 0.92, 2.01], [0.24, -0.11, 0.94], [-0.13, 0.18, -0.24], [0.07, -0.76, -1.27], [-0.53, -0.50, -2.47], [-1.27, 0.40, -2.80], [0.95, 1.49, 2.21], [-0.08, 0.48, 3.06], [-0.67, 1.63, 1.68], [0.94, -1.01, 1.28], [0.86, -1.46, -1.08], [-0.34, -1.26, -3.31]],
  "nbo_charge": [-0.653, 0.088, -0.240, -0.489, 0.521, -0.566, 0.221, 0.230, 0.236, 0.150, 0.390, 0.113],
  "homo_lumo_gap_ev": 10.3,
  "e_lumo_ev": 0.84,
  "total_charge": 0
}

***

{
  "formula": "C3H6N2O",
  "method": "ωB97M-V/def2-TZVPD",
  "symbols": ["C", "C", "N", "C", "N", "H", "H", "H", "H", "O", "H", "H"],
  "coordinates": [[-0.79, 0.49, 0.67], [-0.60, 1.53, -0.32], [-0.45, 0.78, -1.51], [-0.33, -0.57, -1.16], [-0.31, -0.73, 0.18], [-1.04, 0.62, 1.64], [-0.68, 2.59, -0.28], [-0.43, 1.04, -2.49], [-0.32, -1.29, -1.94], [1.84, -1.19, 1.95], [0.98, -1.18, 1.44], [2.14, -2.08, 1.84]],
  "nbo_charge": [-0.064, -0.111, -0.528, 0.180, -0.506, 0.204, 0.225, 0.422, 0.198, -0.968, 0.491, 0.456],
  "homo_lumo_gap_ev": 9.7,
  "e_lumo_ev": 0.76,
  "total_charge": 0
}

***

{
  "formula": "C3H6N2O",
  "method": "ωB97M-V/def2-TZVPD",
  "symbols": ["N", "C", "C", "O", "C", "N", "H", "H", "H", "H", "H", "H"],
  "coordinates": [[1.51, -0.10, 0.06], [0.24, 0.10, -0.71], [-0.83, -0.98, -0.72], [-1.78, 0.00, -0.20], [-0.70, 0.83, 0.09], [-0.57, 1.76, 0.95], [1.42, 0.36, 0.99], [1.77, -1.08, 0.19], [2.29, 0.36, -0.41], [-1.16, -1.37, -1.69], [-0.74, -1.81, 0.00], [-1.45, 1.94, 1.43]],
  "nbo_charge": [-0.688, -0.343, -0.090, -0.515, 0.514, -0.818, 0.425, 0.410, 0.422, 0.180, 0.149, 0.354],
  "homo_lumo_gap_ev": 7.7,
  "e_lumo_ev": 0.30,
  "total_charge": 0
}

***

{
  "formula": "C3H6N2O",
  "method": "ωB97M-V/def2-TZVPD",
  "symbols": ["C", "C", "N", "N", "C", "O", "H", "H", "H", "H", "H", "H"],
  "coordinates": [[1.29, -0.42, 1.77], [-0.40, -0.20, 0.06], [0.82, 0.07, 0.48], [-0.68, 0.36, -1.15], [-1.91, 0.15, -1.75], [-2.21, 0.58, -2.84], [2.35, -0.69, 1.70], [0.71, -1.31, 2.01], [1.16, 0.32, 2.56], [1.47, 0.67, -0.03], [-0.03, 0.92, -1.71], [-2.57, -0.45, -1.10]],
  "nbo_charge": [-0.403, 0.188, -0.595, -0.668, 0.553, -0.569, 0.198, 0.227, 0.196, 0.361, 0.378, 0.136],
  "homo_lumo_gap_ev": 10.1,
  "e_lumo_ev": 0.96,
  "total_charge": 0
}

***

{
  "formula": "C3H6N2O",
  "method": "ωB97M-V/def2-TZVPD",
  "symbols": ["N", "C", "C", "O", "C", "N", "H", "H", "H", "H", "H", "H"],
  "coordinates": [[-0.64, -2.77, -1.26], [-0.68, -1.74, -0.74], [-0.66, -0.41, -0.09], [-1.01, 0.53, -1.10], [0.75, -0.12, 0.51], [1.11, 1.28, 0.51], [-1.41, -0.41, 0.71], [-1.30, 1.33, -0.65], [1.50, -0.65, -0.08], [0.80, -0.51, 1.53], [0.49, 1.83, 1.09], [1.05, 1.63, -0.43]],
  "nbo_charge": [-0.298, 0.260, -0.020, -0.690, -0.234, -0.813, 0.199, 0.475, 0.206, 0.203, 0.347, 0.366],
  "homo_lumo_gap_ev": 10.4,
  "e_lumo_ev": 0.33,
  "total_charge": 0
}

***

{
  "formula": "C3H6N2O",
  "method": "ωB97M-V/def2-TZVPD",
  "symbols": ["H", "N", "C", "C", "N", "C", "O", "H", "H", "H", "H", "H"],
  "coordinates": [[-1.64, 1.35, -1.43], [-0.77, 0.84, -1.60], [-0.34, 0.35, -0.51], [-1.05, 0.48, 0.82], [0.84, -0.39, -0.64], [1.63, -1.07, 0.26], [2.63, -1.67, -0.08], [-1.87, 1.19, 0.69], [-0.42, 0.86, 1.63], [-1.49, -0.47, 1.14], [1.17, -0.42, -1.60], [1.27, -1.04, 1.30]],
  "nbo_charge": [0.339, -0.664, 0.448, -0.695, -0.632, 0.536, -0.573, 0.230, 0.233, 0.237, 0.424, 0.115],
  "homo_lumo_gap_ev": 10.7,
  "e_lumo_ev": 0.75,
  "total_charge": 0
}

***

{
  "formula": "C3H6N2O2",
  "method": "ωB97M-V/def2-TZVPD",
  "symbols": ["N", "C", "O", "C", "O", "C", "N", "H", "H", "H", "H", "H", "H"],
  "coordinates": [[-1.39, 0.59, -0.61], [-1.38, 0.03, 0.63], [-2.27, 0.17, 1.45], [-0.13, -0.79, 0.95], [1.05, 0.03, 1.12], [1.90, 0.25, 0.13], [1.42, -0.05, -1.11], [-2.22, 1.08, -0.89], [-0.68, 0.35, -1.29], [0.05, -1.55, 0.18], [-0.29, -1.26, 1.92], [1.73, 1.16, -0.73], [2.22, 0.00, -1.75]],
  "nbo_charge": [-0.834, 0.640, -0.594, -0.194, -0.476, 0.241, -0.770, 0.404, 0.418, 0.208, 0.226, 0.355, 0.376],
  "homo_lumo_gap_ev": 9.9,
  "e_lumo_ev": 0.70,
  "total_charge": 0
}

***

{
  "formula": "C3H6N2O2",
  "method": "ωB97M-V/def2-TZVPD",
  "symbols": ["C", "C", "C", "H", "H", "H", "H", "H", "H", "N", "N", "O", "O"],
  "coordinates": [[-0.60, -0.67, -0.33], [0.48, 0.60, 1.42], [-0.30, 1.46, 0.52], [1.44, -0.63, -1.46], [-0.90, -1.88, -1.90], [1.58, 0.75, 1.89], [-0.13, -0.02, 1.93], [0.20, 2.35, 0.01], [-1.39, 1.77, 0.42], [-0.02, -2.05, -0.66], [0.27, 0.36, -0.20], [1.04, -1.62, -1.55], [-1.68, -0.42, -0.09]],
  "nbo_charge": [0.723, -0.204, -0.275, 0.499, 0.333, 0.240, 0.199, 0.207, 0.251, -0.227, -0.515, -0.664, -0.567],
  "homo_lumo_gap_ev": 9.5,
  "e_lumo_ev": 0.01,
  "total_charge": 0
}

***

{
  "formula": "C3H6N2O2",
  "method": "ωB97M-V/def2-TZVPD",
  "symbols": ["C", "N", "C", "O", "H", "H", "H", "N", "C", "O", "H", "H", "H"],
  "coordinates": [[1.73, -1.76, 0.57], [0.80, -0.75, 0.13], [-0.44, -0.89, 0.03], [-1.48, -1.25, 0.44], [1.28, -2.67, 0.99], [2.42, -1.43, 1.34], [2.32, -2.17, -0.25], [-1.37, 2.10, 0.05], [-0.71, 1.64, -1.04], [-0.67, 2.20, -2.09], [-1.58, 3.09, 0.11], [-1.41, 1.50, 0.85], [-0.89, 0.38, -1.12]],
  "nbo_charge": [-0.412, -0.573, 0.801, -0.513, 0.188, 0.213, 0.208, -0.821, 0.583, -0.560, 0.407, 0.403, 0.077],
  "homo_lumo_gap_ev": 10.1,
  "e_lumo_ev": 0.17,
  "total_charge": 0
}

***

{
  "formula": "C3H6N2O2",
  "method": "ωB97M-V/def2-TZVPD",
  "symbols": ["N", "C", "C", "O", "N", "C", "O", "H", "H", "H", "H", "H", "H"],
  "coordinates": [[-1.57, -0.83, -0.88], [-0.79, -0.76, 0.35], [-0.40, 0.70, 0.29], [-1.18, 1.60, 0.47], [0.89, 0.97, -0.23], [2.02, 0.43, 0.33], [2.02, -0.43, 1.18], [-2.51, -0.48, -0.76], [-1.54, -1.70, -1.38], [0.08, -1.42, 0.29], [-1.32, -0.98, 1.28], [0.98, 1.83, -0.76], [2.95, 0.88, -0.06]],
  "nbo_charge": [-0.840, -0.317, 0.712, -0.551, -0.674, 0.539, -0.583, 0.376, 0.376, 0.228, 0.198, 0.414, 0.122],
  "homo_lumo_gap_ev": 10.4,
  "e_lumo_ev": 0.81,
  "total_charge": 0
}

***

{
  "formula": "C3H6N2O2",
  "method": "ωB97M-V/def2-TZVPD",
  "symbols": ["C", "C", "C", "O", "N", "N", "O", "H", "H", "H", "H", "H", "H"],
  "coordinates": [[1.33, -1.38, -1.22], [0.19, -0.76, -1.18], [-0.09, 0.68, -0.89], [-0.74, 0.85, 0.34], [-0.05, 0.11, 1.36], [-0.35, 0.20, 2.51], [-1.23, 0.99, 3.11], [1.34, -2.46, -1.43], [2.30, -0.97, -1.04], [-0.81, -1.17, -1.48], [0.75, 1.34, -1.10], [-0.88, 1.02, -1.60], [-1.74, 1.56, 2.59]],
  "nbo_charge": [-0.358, -0.213, -0.105, -0.430, 0.065, 0.119, -0.522, 0.202, 0.200, 0.200, 0.176, 0.195, 0.471],
  "homo_lumo_gap_ev": 10.7,
  "e_lumo_ev": 0.78,
  "total_charge": 0
}

***

{
  "formula": "C3H6N2O2",
  "method": "ωB97M-V/def2-TZVPD",
  "symbols": ["C", "O", "C", "N", "O", "C", "N", "H", "H", "H", "H", "H", "H"],
  "coordinates": [[1.65, -0.92, -0.30], [1.34, 0.34, 0.29], [0.02, 0.64, 0.28], [-0.97, -0.33, 0.78], [-1.99, 0.29, -0.05], [-1.02, 1.16, -0.62], [-0.40, 2.00, 0.39], [2.70, -0.87, -0.59], [1.03, -1.11, -1.18], [1.51, -1.74, 0.42], [-1.23, -0.12, 1.75], [-1.14, 1.48, -1.64], [-1.00, 2.20, 1.19]],
  "nbo_charge": [-0.253, -0.486, 0.445, -0.330, -0.386, 0.145, -0.595, 0.195, 0.182, 0.184, 0.336, 0.207, 0.355],
  "homo_lumo_gap_ev": 10.5,
  "e_lumo_ev": 1.00,
  "total_charge": 0
}

***

{
  "formula": "C3H6N2O2",
  "method": "ωB97M-V/def2-TZVPD",
  "symbols": ["H", "N", "C", "N", "O", "C", "C", "O", "H", "H", "H", "H", "H"],
  "coordinates": [[0.84, 2.25, -0.20], [1.33, 1.41, 0.07], [0.45, 0.49, -0.44], [0.84, -0.78, -0.17], [2.33, -1.15, -0.21], [-1.14, 0.47, -0.70], [-1.45, -0.28, 0.76], [-1.77, -0.89, -0.60], [0.53, -1.57, -0.80], [2.84, -0.25, 0.37], [-1.84, 1.41, -0.98], [-0.53, -0.85, 1.36], [-2.43, -0.25, 1.52]],
  "nbo_charge": [0.334, -0.734, 0.380, -0.358, -0.574, -0.015, -0.136, -0.517, 0.402, 0.505, 0.255, 0.245, 0.211],
  "homo_lumo_gap_ev": 9.8,
  "e_lumo_ev": 0.66,
  "total_charge": 0
}

***

{
  "formula": "C3H6N2O2",
  "method": "ωB97M-V/def2-TZVPD",
  "symbols": ["C", "N", "C", "O", "C", "N", "O", "H", "H", "H", "H", "H", "H"],
  "coordinates": [[0.76, -0.11, -0.21], [-0.08, -0.90, 0.59], [0.42, -2.28, 0.98], [-0.21, -3.05, 1.58], [-1.09, -0.12, 1.29], [-1.66, 1.09, 0.68], [-1.32, -0.26, 2.47], [1.43, 0.52, 0.28], [1.61, -0.80, -0.62], [0.31, 0.36, -1.06], [1.45, -2.67, 0.62], [-2.55, 1.27, 1.02], [-1.67, 1.07, -0.38]],
  "nbo_charge": [-0.409, -0.548, 0.562, -0.500, 0.803, -0.841, -0.568, 0.196, 0.200, 0.199, 0.143, 0.393, 0.370],
  "homo_lumo_gap_ev": 10.7,
  "e_lumo_ev": 0.74,
  "total_charge": 0
}

***

{
  "formula": "C3H6N2O2",
  "method": "ωB97M-V/def2-TZVPD",
  "symbols": ["N", "C", "O", "C", "O", "C", "N", "H", "H", "H", "H", "H", "H"],
  "coordinates": [[-2.08, -0.15, -0.23], [-0.77, -0.11, -0.11], [-0.21, 0.98, -0.53], [0.08, -1.13, 0.64], [0.77, -0.34, 1.46], [1.19, 1.13, -0.26], [1.97, 0.75, -1.16], [-2.59, 0.64, -0.60], [-2.59, -0.95, 0.10], [0.64, -1.72, -0.12], [-0.64, -1.85, 1.11], [1.32, 1.77, 0.61], [2.93, 0.99, -0.92]],
  "nbo_charge": [-0.736, 0.720, -0.478, -0.109, -0.823, 0.424, -0.679, 0.415, 0.419, 0.156, 0.137, 0.195, 0.359],
  "homo_lumo_gap_ev": 8.5,
  "e_lumo_ev": 0.45,
  "total_charge": 0
}

***

{
  "formula": "C3H6N2O2",
  "method": "ωB97M-V/def2-TZVPD",
  "symbols": ["H", "N", "C", "C", "C", "O", "O", "N", "H", "H", "H", "H", "H"],
  "coordinates": [[0.17, 2.02, -1.80], [-0.10, 1.04, -1.65], [0.43, 0.59, -0.55], [1.23, 1.44, 0.40], [0.07, -0.77, -0.06], [0.82, -1.71, 0.11], [-1.35, -0.73, 0.19], [-1.88, -1.96, 0.74], [2.09, 0.87, 0.77], [0.61, 1.72, 1.25], [1.59, 2.35, -0.09], [-1.11, -2.63, 0.64], [-2.58, -2.22, 0.04]],
  "nbo_charge": [0.334, -0.554, 0.199, -0.679, 0.736, -0.557, -0.386, -0.498, 0.239, 0.241, 0.224, 0.355, 0.348],
  "homo_lumo_gap_ev": 10.9,
  "e_lumo_ev": 0.67,
  "total_charge": 0
}

***

{
  "formula": "C3H6N2O2",
  "method": "ωB97M-V/def2-TZVPD",
  "symbols": ["N", "C", "O", "C", "O", "C", "N", "H", "H", "H", "H", "H", "H"],
  "coordinates": [[-1.40, 0.59, -0.60], [-1.38, 0.03, 0.64], [-2.28, 0.16, 1.45], [-0.13, -0.79, 0.95], [1.06, 0.02, 1.12], [1.94, 0.21, 0.17], [1.42, 0.02, -1.11], [-2.23, 1.08, -0.88], [-0.68, 0.36, -1.28], [0.04, -1.55, 0.18], [-0.28, -1.25, 1.92], [1.71, 1.13, -0.79], [2.22, -0.01, -1.76]],
  "nbo_charge": [-0.834, 0.638, -0.594, -0.195, -0.477, 0.269, -0.833, 0.404, 0.419, 0.206, 0.227, 0.384, 0.385],
  "homo_lumo_gap_ev": 9.8,
  "e_lumo_ev": 0.75,
  "total_charge": 0
}

***

{
  "formula": "C3H6N2O2",
  "method": "ωB97M-V/def2-TZVPD",
  "symbols": ["C", "O", "C", "N", "O", "C", "N", "H", "H", "H", "H", "H", "H"],
  "coordinates": [[-1.74, -0.33, -1.01], [-1.25, -0.13, 0.31], [0.08, 0.06, 0.43], [0.79, 0.89, -0.54], [2.06, 0.26, -0.14], [1.36, -0.66, 0.67], [0.66, 0.00, 1.74], [-2.60, -0.99, -0.91], [-0.98, -0.78, -1.65], [-2.06, 0.62, -1.45], [0.83, 1.87, -0.29], [1.74, -1.67, 0.75], [1.10, 0.85, 2.09]],
  "nbo_charge": [-0.254, -0.488, 0.453, -0.334, -0.385, 0.145, -0.599, 0.192, 0.191, 0.179, 0.340, 0.205, 0.356],
  "homo_lumo_gap_ev": 10.5,
  "e_lumo_ev": 0.99,
  "total_charge": 0
}

***

{
  "formula": "C3H6N2O2",
  "method": "ωB97M-V/def2-TZVPD",
  "symbols": ["N", "N", "C", "O", "C", "C", "O", "H", "H", "H", "H", "H", "H"],
  "coordinates": [[-2.51, 0.33, -0.05], [-1.53, -0.68, -0.03], [-0.33, -0.30, -0.04], [0.71, -1.18, -0.14], [1.91, -0.45, 0.21], [1.52, 0.99, -0.13], [0.10, 0.99, 0.05], [-3.31, -0.10, 0.37], [-2.20, 1.15, 0.51], [2.73, -0.82, -0.41], [2.16, -0.60, 1.28], [1.78, 1.25, -1.17], [2.00, 1.71, 0.51]],
  "nbo_charge": [-0.657, -0.352, 0.713, -0.475, -0.100, -0.094, -0.503, 0.358, 0.342, 0.203, 0.183, 0.183, 0.199],
  "homo_lumo_gap_ev": 9.1,
  "e_lumo_ev": 0.80,
  "total_charge": 0
}

***

What did we get for highest occupied orbital energy? Answer: -10.2; -9.5; -8.9; -7.4; -9.2; -10.1; -9.9; -9.2; -9.5; -9.9; -9.5; -9.9; -9.5; -9.1; -10.0; -8.0; -10.2; -9.0; -9.5; -8.3 eV, in the order shown.
What did we get for relative energy (zero: lowest compared OMol25 entry of this formula, charge and spin)? Answer: 31.1; 63.4; 38.5; 91.9; 42.7; 37.2; 13.4; 110.8; 214.5; 77.4; 30.0; 151.7; 129.5; 203.5; 52.0; 89.2; 78.1; 107.3; 131.1; 66.9 kcal/mol, in the order shown.